1.
{
  "formula": "C14H29AlBrCl6O2",
  "method": "the ωB97M-V functional and the def2-TZVPD basis",
  "species": ["C", "C", "C", "C", "C", "Al", "Br", "C", "O", "C", "C", "O", "H", "H", "H", "H", "H", "H", "H", "H", "H", "H", "H", "H", "H", "H", "H", "H", "H", "Cl", "C", "C", "Cl", "H", "H", "H", "H", "Cl", "C", "C", "Cl", "H", "H", "H", "H", "Cl", "C", "C", "Cl", "H", "H", "H", "H"],
  "positions_angstrom": [[-2.803, -2.814, 4.709], [-1.593, -1.888, 4.473], [-1.210, -1.724, 2.981], [0.091, -2.434, 2.564], [0.125, -3.898, 3.046], [0.238, -2.311, 0.567], [2.488, -1.734, -0.083], [-0.342, -4.033, -0.341], [-1.439, -3.854, -1.297], [-2.543, -3.305, -0.806], [-3.226, -2.389, -1.785], [-2.972, -3.524, 0.304], [-2.929, -3.520, 3.884], [-3.725, -2.226, 4.769], [-2.716, -3.362, 5.652], [-0.735, -2.221, 5.065], [-1.864, -0.898, 4.860], [-2.038, -2.098, 2.365], [-1.098, -0.657, 2.761], [0.940, -1.909, 3.026], [0.416, -3.996, 4.101], [-0.842, -4.394, 2.902], [0.864, -4.482, 2.480], [-0.714, -1.130, -0.002], [0.454, -4.497, -0.931], [-0.650, -4.767, 0.413], [-4.305, -2.431, -1.631], [-2.876, -1.371, -1.587], [-2.975, -2.643, -2.816], [0.897, 1.674, 2.031], [2.459, 1.915, 1.215], [2.326, 2.812, 0.012], [1.381, 2.023, -1.280], [2.828, 0.930, 0.934], [3.141, 2.366, 1.935], [3.308, 3.034, -0.402], [1.829, 3.747, 0.263], [4.026, 4.036, -3.500], [3.041, 2.964, -4.530], [3.768, 1.694, -4.885], [5.140, 1.984, -5.994], [2.757, 3.525, -5.416], [2.147, 2.722, -3.959], [3.085, 1.017, -5.396], [4.157, 1.200, -3.999], [-0.486, 6.847, -0.701], [-1.508, 5.901, -1.819], [-0.795, 4.687, -2.351], [0.545, 5.122, -3.449], [-1.817, 6.567, -2.620], [-2.385, 5.586, -1.257], [-1.491, 4.075, -2.922], [-0.376, 4.082, -1.552]],
  "atomic_forces_ev_per_a": [[0.054, 0.157, 0.064], [-0.379, 0.301, -0.039], [0.278, -0.083, 0.275], [-0.018, -0.152, -0.105], [0.318, 0.005, -0.099], [-0.468, 0.302, 0.078], [0.112, -0.096, -0.005], [0.354, -0.483, 0.288], [0.285, 0.639, -0.176], [-0.290, -0.268, 0.065], [-0.205, -0.099, -0.200], [0.159, 0.209, 0.071], [0.079, -0.060, 0.157], [0.045, -0.094, -0.091], [-0.024, -0.055, -0.106], [-0.001, -0.026, -0.145], [0.138, -0.110, 0.100], [0.024, 0.119, 0.026], [-0.087, -0.122, -0.101], [-0.064, 0.009, -0.033], [-0.224, -0.018, -0.036], [0.050, 0.050, 0.012], [-0.065, 0.016, 0.087], [0.052, 0.008, -0.107], [-0.133, 0.021, -0.015], [-0.044, -0.018, -0.121], [0.075, 0.055, -0.013], [0.025, -0.127, 0.044], [-0.002, 0.003, 0.105], [-0.064, 0.005, 0.081], [0.108, -0.125, -0.026], [0.081, 0.074, 0.000], [-0.032, -0.010, -0.075], [-0.056, -0.009, -0.015], [-0.029, 0.045, -0.001], [-0.001, -0.041, -0.019], [-0.035, -0.011, -0.019], [0.074, 0.037, 0.010], [-0.108, -0.082, 0.008], [-0.042, -0.041, 0.051], [0.017, 0.004, -0.008], [0.049, 0.022, -0.005], [0.042, -0.007, 0.028], [0.000, 0.010, -0.012], [0.020, 0.010, 0.001], [0.002, 0.014, -0.004], [-0.052, -0.007, -0.016], [-0.017, -0.053, 0.007], [-0.072, 0.056, 0.032], [0.030, 0.016, 0.000], [0.019, -0.013, 0.025], [-0.007, 0.021, -0.016], [0.029, 0.000, -0.006]],
  "nbo_charge": [-0.61, -0.41, -0.40, -0.77, -0.62, 1.33, -0.61, -0.63, -0.53, 0.81, -0.72, -0.62, 0.21, 0.19, 0.19, 0.19, 0.19, 0.21, 0.20, 0.20, 0.18, 0.20, 0.19, -0.44, 0.19, 0.19, 0.21, 0.25, 0.22, -0.05, -0.40, -0.38, -0.07, 0.26, 0.21, 0.22, 0.22, -0.07, -0.39, -0.38, -0.08, 0.22, 0.25, 0.22, 0.23, -0.07, -0.38, -0.39, -0.07, 0.22, 0.22, 0.22, 0.24],
  "e_homo_ev": -5.0,
  "charge": -1,
  "e_lumo_ev": 2.244
}

2.
{
  "formula": "C36H43N3O4ReSSeTe",
  "method": "the ωB97M-V functional and the def2-TZVPD basis",
  "species": ["Re", "C", "C", "C", "C", "C", "H", "H", "H", "H", "H", "C", "C", "C", "C", "C", "C", "Te", "N", "C", "O", "C", "C", "C", "C", "C", "C", "C", "C", "C", "C", "C", "C", "C", "C", "C", "C", "C", "C", "H", "H", "H", "H", "H", "H", "H", "H", "H", "H", "H", "H", "H", "H", "H", "H", "H", "H", "H", "H", "H", "H", "H", "H", "H", "H", "H", "C", "S", "O", "O", "O", "H", "H", "H", "C", "N", "C", "C", "N", "C", "C", "Se", "H", "H", "H", "H", "H", "H", "H", "H"],
  "positions_angstrom": [[-0.457, -0.012, 1.696], [-2.692, -1.437, 1.903], [-1.644, -2.064, 2.618], [-1.190, -1.175, 3.620], [-1.914, 0.050, 3.478], [-2.881, -0.151, 2.435], [-3.292, -1.896, 1.135], [-1.296, -3.073, 2.481], [-0.488, -1.410, 4.405], [-1.938, 0.861, 4.192], [-3.671, 0.537, 2.191], [-4.622, 6.835, 0.269], [-3.688, 5.671, 0.347], [-4.107, 4.384, 0.048], [-3.214, 3.321, 0.040], [-3.704, 1.956, -0.320], [-1.872, 3.537, 0.361], [-0.268, 2.143, -0.018], [0.980, 0.912, 2.288], [2.101, 1.462, 1.879], [2.110, 2.603, 1.398], [3.329, 0.629, 1.989], [4.561, 1.243, 1.790], [5.725, 0.501, 1.779], [5.667, -0.873, 1.945], [4.448, -1.497, 2.136], [3.270, -0.762, 2.172], [-0.869, 1.651, -2.012], [-1.417, 0.469, -2.506], [-1.955, -0.623, -1.632], [-1.477, 0.275, -3.885], [-0.983, 1.209, -4.780], [-0.997, 0.973, -6.257], [-0.445, 2.385, -4.265], [-0.377, 2.618, -2.906], [0.230, 3.889, -2.394], [-1.447, 4.821, 0.731], [-0.036, 5.126, 1.133], [-2.362, 5.864, 0.706], [-5.643, 6.507, 0.097], [-4.320, 7.485, -0.552], [-4.581, 7.420, 1.186], [-5.146, 4.204, -0.190], [-3.750, 1.847, -1.402], [-4.705, 1.793, 0.077], [-3.021, 1.210, 0.085], [4.568, 2.311, 1.638], [6.671, 0.992, 1.626], [6.572, -1.460, 1.920], [4.398, -2.571, 2.248], [2.148, -2.328, 2.228], [-1.723, -0.433, -0.584], [-1.514, -1.580, -1.910], [-3.036, -0.700, -1.750], [-1.912, -0.643, -4.258], [-1.490, 0.037, -6.504], [0.022, 0.940, -6.639], [-1.512, 1.785, -6.767], [-0.051, 3.125, -4.947], [0.643, 4.473, -3.213], [1.036, 3.659, -1.683], [-0.528, 4.485, -1.883], [0.527, 4.226, 1.382], [-0.040, 5.789, 1.997], [0.483, 5.645, 0.326], [-2.027, 6.859, 0.961], [1.948, -1.334, -2.027], [1.933, -0.330, -0.490], [0.564, -0.841, 0.066], [1.707, 1.033, -1.035], [2.070, -1.369, 2.353], [1.249, -0.888, -2.721], [1.678, -2.348, -1.758], [2.957, -1.286, -2.416], [3.988, -5.925, 1.102], [2.741, -6.629, 1.007], [2.588, -7.987, 1.071], [1.267, -8.252, 0.941], [0.617, -7.058, 0.798], [-0.797, -6.885, 0.616], [1.527, -6.064, 0.848], [1.170, -4.278, 0.745], [4.800, -6.608, 0.862], [4.131, -5.538, 2.113], [3.991, -5.092, 0.398], [3.420, -8.647, 1.206], [0.748, -9.187, 0.937], [-1.260, -7.856, 0.453], [-0.983, -6.244, -0.247], [-1.238, -6.419, 1.499]],
  "atomic_forces_ev_per_a": [[3.032, 2.082, 1.420], [0.148, 0.533, -0.302], [0.744, 0.292, -0.028], [-0.326, 0.241, -0.103], [-0.611, -0.345, 0.085], [0.595, 0.075, 0.184], [0.118, 0.060, -0.190], [0.203, -0.053, -0.170], [0.243, 0.104, -0.175], [0.208, 0.107, -0.212], [0.138, 0.173, -0.230], [0.011, 0.019, 0.003], [0.122, -0.106, 0.015], [0.163, 0.029, 0.063], [0.050, -0.208, 0.036], [-0.019, 0.024, -0.021], [0.061, 0.101, -0.011], [-2.344, -0.084, -0.260], [-6.234, -3.558, -0.602], [3.863, 2.642, -0.695], [0.063, -1.189, 1.044], [-0.339, -0.094, 0.177], [-0.043, -0.041, 0.043], [0.089, 0.228, -0.058], [-0.224, 0.063, -0.044], [-0.052, -0.140, 0.047], [0.298, 0.013, 0.343], [0.145, 0.022, -0.175], [0.002, 0.107, 0.417], [-0.009, -0.044, -0.003], [0.072, 0.155, -0.045], [-0.007, 0.032, 0.245], [-0.004, 0.013, -0.019], [-0.083, -0.152, -0.011], [-0.092, -0.032, 0.131], [0.163, 0.005, -0.080], [-0.056, -0.055, -0.011], [0.091, -0.034, 0.048], [-0.076, -0.140, -0.043], [-0.085, 0.063, 0.000], [-0.085, 0.084, -0.028], [-0.075, 0.077, 0.039], [-0.107, -0.043, -0.062], [0.023, -0.144, -0.091], [-0.082, -0.077, 0.026], [-0.225, -0.089, -0.157], [0.050, 0.080, -0.032], [0.138, 0.062, -0.004], [0.085, -0.075, 0.014], [-0.040, -0.096, 0.040], [0.084, -0.187, -0.086], [-0.178, -0.121, -0.218], [0.018, -0.065, 0.088], [-0.097, -0.023, 0.053], [-0.026, -0.098, -0.037], [-0.036, -0.065, -0.062], [0.043, -0.025, -0.081], [-0.047, 0.028, -0.093], [0.053, 0.131, -0.069], [0.032, 0.067, 0.037], [0.006, 0.269, -0.263], [0.061, 0.139, 0.025], [0.074, 0.317, 0.094], [0.079, -0.003, 0.036], [0.115, -0.015, -0.016], [0.075, 0.138, 0.082], [0.059, 0.188, 0.992], [0.194, -0.929, -2.067], [-1.391, -0.262, 0.869], [0.706, 0.123, 0.025], [0.541, -0.399, 0.253], [-0.248, 0.173, -0.068], [-0.001, -0.270, -0.032], [0.196, -0.004, -0.092], [0.425, 0.385, 0.081], [-0.668, -0.204, -0.132], [-0.340, -0.615, 0.011], [0.571, -0.520, 0.087], [0.645, 0.089, 0.011], [-0.514, 0.257, -0.046], [0.010, 0.454, 0.101], [-0.220, 0.807, -0.057], [-0.047, -0.011, 0.003], [-0.004, 0.019, -0.075], [-0.018, -0.066, 0.073], [0.113, -0.136, 0.000], [-0.091, -0.191, -0.013], [0.084, -0.015, 0.013], [0.017, -0.045, 0.090], [0.027, -0.009, -0.072]],
  "lowdin_charge": [1.38, -0.13, -0.14, -0.18, -0.22, -0.15, 0.12, 0.09, 0.13, 0.12, 0.11, -0.04, -0.26, 0.00, -0.29, -0.07, -0.32, 1.82, -0.06, -0.60, -0.02, -0.13, 0.00, -0.07, -0.05, -0.01, -0.30, -0.30, -0.29, -0.08, -0.01, -0.25, -0.04, 0.00, -0.30, -0.08, -0.32, -0.07, -0.01, 0.08, 0.09, 0.09, 0.12, 0.10, 0.09, 0.00, 0.13, 0.11, 0.11, 0.11, 0.01, -0.02, 0.09, 0.09, 0.12, 0.08, 0.09, 0.09, 0.12, 0.09, 0.06, 0.08, 0.01, 0.09, 0.10, 0.13, -0.16, 0.81, -0.70, -0.60, -0.06, 0.05, 0.02, 0.05, -0.04, -0.13, -0.04, -0.04, -0.13, -0.04, -0.74, 0.69, 0.10, 0.10, 0.07, 0.13, 0.12, 0.10, 0.08, 0.09],
  "e_homo_ev": [-9.9, -9.9],
  "charge": 1,
  "e_lumo_ev": [-4.580, -4.569]
}

3.
{
  "formula": "CHF3N2O4S",
  "method": "the ωB97M-V functional and the def2-TZVPD basis",
  "species": ["C", "N", "N", "O", "O", "O", "O", "F", "F", "F", "S", "H"],
  "positions_angstrom": [[3.686, -0.007, -0.731], [-0.724, -1.220, -0.911], [-0.106, -1.610, 0.021], [0.196, -2.496, 0.653], [1.472, -0.283, 0.566], [3.455, -0.904, 2.042], [2.970, 1.484, 1.348], [4.742, -0.798, -0.788], [4.057, 1.255, -1.010], [2.769, -0.420, -1.591], [2.870, 0.035, 1.119], [-0.435, -0.327, -1.227]],
  "atomic_forces_ev_per_a": [[-0.078, 0.733, 2.703], [0.235, -0.182, 1.240], [0.773, -1.507, -0.851], [-0.275, -0.170, 0.979], [0.042, 0.252, 0.805], [-0.558, 0.412, -0.809], [-0.178, -2.299, 0.542], [0.285, -0.236, -0.292], [-0.220, -0.893, -0.353], [0.081, -0.019, -0.641], [-0.490, 2.201, -2.732], [0.383, 1.708, -0.592]],
  "nbo_charge": [0.75, -0.25, 0.65, -0.05, -1.03, -0.90, -0.90, -0.32, -0.31, -0.33, 2.25, 0.44],
  "e_homo_ev": [-10.2, -10.2],
  "charge": 0,
  "e_lumo_ev": [-3.760, -3.758]
}

Number 1: strongest force on any atom 0.7 eV/A. Number 2: strongest force on any atom 7.2 eV/A. Number 3: strongest force on any atom 3.5 eV/A.